{"formula": "C29H40N6O5RuSi2", "method": "ωB97M-V with the def2-TZVPD basis set", "total_charge": -1, "s_squared": 0.86, "e_homo_ev": [-3.6, -3.5], "e_lumo_ev": [1.88, 1.72], "e_tot_ha": -2507.72368, "orbital_gap_ev": [5.5, 5.2], "relative_energy_kj_mol": 403.0, "spin_multiplicity": 2, "elements": ["Ru", "C", "O", "C", "C", "C", "C", "C", "C", "N", "N", "C", "O", "C", "C", "C", "C", "C", "C", "C", "O", "H", "H", "H", "H", "H", "H", "H", "H", "H", "H", "H", "H", "C", "O", "C", "O", "N", "N", "H", "H", "H", "H", "H", "H", "C", "Si", "C", "C", "N", "C", "C", "C", "C", "C", "C", "N", "Si", "C", "C", "C", "H", "H", "H", "H", "H", "H", "H", "H", "H", "H", "H", "H", "H", "H", "H", "H", "H", "H", "H", "H", "H", "H"], "xyz": [[0.249, -0.453, 0.513], [-4.421, -1.170, 0.947], [-4.804, 0.096, 1.440], [-3.929, 0.805, 2.233], [-4.547, 1.682, 3.099], [-3.814, 2.537, 3.915], [-2.444, 2.508, 3.856], [-1.767, 1.649, 2.978], [-0.342, 1.736, 2.959], [0.476, 1.215, 2.104], [1.770, 1.558, 2.199], [2.634, 0.632, 1.813], [2.326, -0.584, 1.625], [4.010, 1.109, 1.548], [4.887, 0.263, 0.865], [6.122, 0.719, 0.454], [6.510, 2.021, 0.736], [5.663, 2.858, 1.448], [4.421, 2.408, 1.853], [-2.491, 0.739, 2.132], [-1.914, -0.093, 1.364], [-3.473, -1.125, 0.416], [-5.212, -1.472, 0.259], [-4.350, -1.895, 1.767], [-5.627, 1.697, 3.116], [-4.327, 3.217, 4.577], [-1.864, 3.173, 4.480], [0.102, 2.343, 3.758], [4.564, -0.746, 0.660], [6.783, 0.071, -0.107], [7.469, 2.382, 0.392], [5.977, 3.871, 1.665], [3.745, 3.049, 2.396], [3.889, -4.202, -1.649], [3.846, -2.825, -1.983], [2.909, -2.093, -1.308], [2.217, -2.514, -0.424], [2.887, -0.843, -1.824], [2.088, 0.133, -1.246], [4.822, -4.583, -2.059], [3.040, -4.723, -2.101], [3.849, -4.328, -0.566], [3.546, -0.614, -2.560], [1.373, 0.504, -1.875], [2.630, 0.881, -0.820], [0.042, -4.616, -1.109], [-1.091, -3.336, -0.228], [-2.790, -4.252, -0.147], [-0.554, -3.103, 1.598], [-0.982, -1.772, -0.930], [-1.855, -1.079, -1.661], [-2.929, -1.697, -2.343], [-3.895, -0.976, -2.999], [-3.815, 0.417, -3.029], [-2.750, 1.054, -2.443], [-1.719, 0.365, -1.774], [-0.640, 0.986, -1.267], [-0.329, 2.676, -1.362], [-0.226, 3.254, -3.205], [-1.586, 3.780, -0.419], [1.402, 3.119, -0.681], [-0.263, -5.632, -0.872], [1.063, -4.483, -0.776], [0.017, -4.498, -2.189], [-2.779, -4.991, 0.650], [-3.008, -4.778, -1.071], [-3.608, -3.571, 0.048], [-0.344, -4.038, 2.112], [-1.335, -2.586, 2.156], [0.364, -2.489, 1.639], [-2.985, -2.774, -2.312], [-4.729, -1.478, -3.471], [-4.592, 0.998, -3.506], [-2.697, 2.130, -2.479], [-1.183, 3.190, -3.710], [0.471, 2.640, -3.771], [0.115, 4.283, -3.268], [-2.533, 3.877, -0.940], [-1.204, 4.782, -0.247], [-1.794, 3.336, 0.550], [2.183, 3.039, -1.433], [1.664, 2.489, 0.161], [1.408, 4.140, -0.317]], "mulliken_spin": [0.802, -0.002, 0.000, 0.001, -0.003, 0.004, -0.004, 0.007, -0.012, 0.016, 0.013, -0.008, 0.041, 0.006, 0.001, 0.000, 0.001, -0.001, -0.001, -0.009, 0.005, 0.001, 0.000, 0.000, 0.000, 0.000, 0.000, 0.003, 0.001, 0.000, 0.000, 0.000, -0.001, 0.000, 0.000, 0.001, -0.004, -0.002, -0.019, 0.000, 0.000, 0.000, 0.000, 0.002, 0.003, 0.007, -0.019, -0.001, 0.057, 0.088, -0.010, 0.022, -0.011, 0.026, -0.016, 0.060, -0.023, 0.000, -0.002, 0.003, -0.003, 0.000, -0.001, 0.001, 0.000, 0.000, 0.000, 0.007, -0.005, -0.023, 0.000, 0.000, 0.003, -0.003, 0.000, 0.001, 0.000, 0.000, 0.000, 0.000, -0.001, 0.002, 0.000]}


{"formula": "C3H5O5S2", "method": "ωB97M-V with the def2-TZVPD basis set", "total_charge": -1, "e_homo_ev": -4.4, "e_lumo_ev": 3.54, "e_tot_ha": -1289.85015, "orbital_gap_ev": 8.0, "relative_energy_kj_mol": 162.3, "spin_multiplicity": 1, "elements": ["C", "C", "C", "O", "O", "O", "O", "O", "S", "S", "H", "H", "H", "H", "H"], "xyz": [[1.097, -1.335, -0.914], [0.027, -0.632, -0.711], [-0.923, 1.340, 1.244], [-0.008, 1.363, -3.046], [-2.083, 1.158, -1.778], [-1.253, -1.416, 1.504], [0.921, -0.424, 1.692], [-0.060, 2.122, 0.486], [-1.032, 0.469, -2.521], [-0.327, -0.441, 0.989], [1.561, -1.736, 0.011], [1.448, -1.567, -1.953], [-0.801, 1.429, 2.378], [-1.967, 1.479, 0.794], [0.612, 1.585, 0.015]], "nbo_charge": [-0.431, -0.617, -0.272, -0.973, -0.984, -0.971, -1.010, -0.727, 1.603, 2.081, 0.204, 0.197, 0.187, 0.216, 0.496]}